# C4H8N2O2

One molecule with the formula C4H8N2O2 (ωB97M-V/def2-TZVPD, the OMol25 dataset).

As for the total charge: 0. As for the maximum force: 4.4 eV/Å. As for the molecular weight: 116.120 g/mol. For the LUMO energy, the calculation gives 0.0218 Ha.

Last column: natural (NBO) charge in e.
Element x y z (Å)
C1 -1.181111 -1.021233 -0.342559  -0.424
N1 -0.221224 -0.638432 0.808099  -0.452
C2 -0.664410 0.110560 1.959012  0.552
O1 0.003153 0.770704 2.688370  -0.572
C3 1.141183 -0.320520 0.396470  -0.333
C4 1.103234 0.256318 -0.999196  0.658
N2 0.662709 1.526870 -1.213283  -0.808
O2 1.145812 -0.527247 -2.024979  -0.641
H1 -0.968491 -0.399483 -1.251816  0.213
H2 -2.233466 -0.695774 0.038683  0.208
H3 -0.982151 -2.023355 -0.715243  0.226
H4 -1.739945 -0.093166 1.994514  0.106
H5 1.632768 0.405935 1.160671  0.249
H6 1.708145 -1.192595 0.267322  0.224
H7 0.198501 2.191282 -0.641964  0.402
H8 0.395287 1.650142 -2.124103  0.390

Atoms 1-3, force components in eV/Å:
-0.41 2.35 1.39
-0.42 1.32 -0.10
-0.76 -2.13 -3.15

# C20H36ClINO8P

A 4-piece molecular cluster, C20H36ClINO8P overall (ωB97M-V/def2-TZVPD, the OMol25 dataset).

As for the total charge: 0. As for the maximum force: 0.8 eV/Å. As for the molecular weight: 611.838 g/mol. For the LUMO energy, the calculation gives 0.0152 Ha.

Last column: natural (NBO) charge in e.
Element x y z (Å)
N1 2.758215 -1.709854 0.937400  -0.856
C1 2.910427 -0.796953 -0.197372  -0.213
C2 1.688132 0.114232 -0.467421  -0.442
C3 0.776854 0.415157 0.735059  -0.471
C4 -0.729201 0.364811 0.439197  -0.092
P1 -1.142770 1.232880 -1.122940  1.530
O1 -1.132281 0.388318 -2.336788  -1.092
O2 -1.385725 1.221489 1.425471  -0.531
C5 -1.574902 0.446620 2.522743  0.981
O3 -1.556775 0.817387 3.644524  -0.542
O4 -1.839268 -0.812810 2.114627  -0.506
C6 -1.477059 -0.981181 0.721129  0.262
Cl1 -0.415644 -2.385361 0.701522  0.033
C7 -2.801082 -1.255932 -0.025816  -0.586
C8 -2.944133 -2.553071 -0.813040  0.491
O5 -3.767921 -3.355404 -0.539462  -0.492
I1 -1.765431 -2.868431 -2.582335  0.061
H1 2.525591 -2.640957 0.620038  0.355
H2 3.624606 -1.807136 1.452553  0.386
H3 3.097793 -1.357422 -1.117759  0.181
H4 3.804427 -0.195318 -0.038319  0.187
H5 2.099626 1.066089 -0.811491  0.212
H6 1.122628 -0.285626 -1.309822  0.225
H7 1.021320 -0.216433 1.589088  0.261
H8 0.920275 1.454147 1.040107  0.258
H9 -0.279791 2.340224 -1.137715  -0.052
H10 -2.409553 1.771165 -0.835046  -0.076
H11 -3.058805 -0.455745 -0.717463  0.255
H12 -3.578910 -1.313513 0.733583  0.270
C9 4.046226 -5.442502 4.108863  -0.430
C10 3.027550 -4.532841 4.793965  -0.431
C11 3.597486 -3.153012 4.495650  -0.067
O6 4.259397 -3.260883 3.231938  -0.552
C12 4.385865 -4.635812 2.863185  -0.065
H13 3.661406 -6.433527 3.874355  0.219
H14 4.931367 -5.559314 4.737516  0.203
H15 2.047246 -4.646483 4.326472  0.205
H16 2.919536 -4.719870 5.860849  0.219
H17 4.330465 -2.853034 5.251810  0.165
H18 2.832586 -2.379234 4.427081  0.192
H19 3.682044 -4.851244 2.050658  0.160
H20 5.398214 -4.812815 2.498860  0.185
C13 0.200080 6.224913 1.365495  -0.430
C14 -0.932233 5.668024 2.226691  -0.432
C15 -0.897662 4.188270 1.870674  -0.063
O7 0.470062 3.887030 1.564842  -0.555
C16 1.220854 5.097499 1.437302  -0.065
H21 0.597566 7.173734 1.721670  0.219
H22 -0.141403 6.362709 0.337066  0.200
H23 -0.702549 5.805572 3.285110  0.206
H24 -1.900077 6.124540 2.026206  0.219
H25 -1.504154 3.976231 0.982491  0.153
H26 -1.233884 3.540892 2.677666  0.203
H27 1.868985 5.203384 2.313281  0.168
H28 1.849770 5.032092 0.548510  0.181
C17 -2.228675 0.020232 -5.918134  -0.427
C18 -3.089528 0.169857 -7.171823  -0.431
C19 -4.483423 -0.105013 -6.621611  -0.066
O8 -4.476417 0.348892 -5.268573  -0.543
C20 -3.132322 0.618170 -4.851292  -0.070
H29 -1.265904 0.524028 -5.981977  0.218
H30 -2.047403 -1.036062 -5.706780  0.202
H31 -3.027523 1.192708 -7.550400  0.199
H32 -2.814779 -0.508729 -7.978211  0.214
H33 -4.708655 -1.177281 -6.633659  0.163
H34 -5.269408 0.418065 -7.168284  0.180
H35 -2.997674 1.704601 -4.782127  0.155
H36 -2.963678 0.184839 -3.869586  0.204

Atoms 1-3, force components in eV/Å:
0.21 0.03 -0.04
-0.04 -0.38 0.00
0.19 0.10 0.04

# C11H25AlB3BeCl2CsF4MgNNaO10S

C11H25AlB3BeCl2CsF4MgNNaO10S as an isolated structure (ωB97M-V/def2-TZVPD, the OMol25 dataset).

As for the total charge: 0. As for the maximum force: 4.0 eV/Å. As for the molecular weight: 758.913 g/mol. For the LUMO energy, the calculation gives -0.2254 Ha.

Last column: Mulliken charge in e.
Element x y z (Å)
C1 -4.102896 3.421132 2.236702  -0.046
B1 -3.553625 2.562968 1.034488  0.800
O1 -4.348427 1.674446 0.344200  -0.708
B2 -3.843459 0.393819 0.588521  0.558
O2 -2.470877 0.283072 0.690056  -0.082
B3 -1.917616 1.400248 0.056779  0.387
C2 -1.022553 1.318364 -1.209854  -0.560
C3 0.279501 2.160816 -1.061014  -0.736
C4 1.509008 1.267971 -0.972578  -0.996
C5 1.546352 0.398716 0.296107  -0.602
C6 1.519252 -1.087350 -0.034096  -0.197
N1 1.789362 -1.897069 1.176936  -0.580
O3 -2.229287 2.636372 0.653801  -0.603
H1 -5.180963 3.356315 2.357580  0.336
H2 -3.820682 4.487756 2.032643  -0.701
H3 -3.596092 3.161821 3.166017  0.369
H4 -4.648721 -0.544589 0.742085  0.014
H5 -1.622348 1.727601 -2.026532  0.501
H6 -0.766433 0.285920 -1.438917  0.235
H7 0.368735 2.738291 -1.983366  0.335
H8 0.210668 2.898953 -0.261519  0.344
H9 1.489775 0.618546 -1.850487  0.464
H10 2.415841 1.867700 -1.045330  0.403
H11 0.773053 0.650132 1.028086  0.341
H12 2.503647 0.564604 0.801915  0.471
H13 2.328917 -1.276488 -0.737547  0.211
H14 0.576951 -1.366402 -0.502610  -0.114
H15 1.600762 -1.345708 2.005877  0.223
H16 1.203905 -2.724065 1.191027  0.427
Na1 3.264861 -3.491093 1.690654  0.987
C7 6.546696 -0.108519 -0.212115  -0.821
C8 6.865149 -0.467159 1.228929  0.556
O4 6.009664 -0.932383 1.957297  -0.521
C9 8.263070 -0.221408 1.721742  -0.578
H17 5.504145 -0.338315 -0.428144  0.175
H18 6.714461 0.958467 -0.367933  0.355
H19 7.177936 -0.677351 -0.898118  0.298
H20 8.467523 0.854005 1.617988  0.457
H21 9.006214 -0.814400 1.149618  -0.237
H22 8.344113 -0.513758 2.790502  0.219
Cl1 9.325823 -1.987178 3.210753  -0.801
Mg1 -3.933498 6.227781 1.221258  0.596
Cl2 -4.623922 -0.670535 -1.255369  -0.187
C10 -0.657419 -4.148279 -1.863649  -0.511
C11 0.560165 -5.125943 -1.817653  0.580
O5 0.277806 -6.321532 -1.962763  -0.612
O6 1.673548 -4.579006 -1.639254  -0.680
H23 -1.588900 -4.684890 -2.020167  0.321
H24 -0.719485 -3.601272 -0.920626  0.010
H25 -0.515069 -3.437762 -2.677756  0.223
Be1 7.643096 -2.894791 0.435906  0.010
F1 -7.586253 5.418473 -3.117903  -0.357
Al1 -6.575877 4.327490 -2.338700  0.601
F2 -6.977849 2.751862 -2.735197  -0.356
F3 -6.722740 4.545987 -0.636288  -0.420
F4 -4.951660 4.649321 -2.730315  -0.417
O7 -7.137013 -0.879250 0.904686  -0.358
S1 -7.612403 -2.200241 0.478094  1.306
O8 -8.579623 -2.765362 1.412534  -0.440
O9 -6.454590 -3.094069 0.407898  -0.403
O10 -8.261527 -2.050766 -0.821932  -0.389
Cs1 10.261809 -3.362014 0.937051  0.903

Atoms 1-3, force components in eV/Å:
-0.12 0.02 -0.48
-0.04 0.72 -0.26
-0.18 -0.46 1.67

Frontier orbital gap for every record listed, in sequence, given in eV: 10.3448 9.5672 1.4170.